Entry 1:
Here is a cluster of 11 separate species, C38H58N8O3S3 in total in a non-equilibrium geometry from the OMol25 dataset. Energies are from wB97M-V/def2-TZVPD.

The geometry in XYZ format:
```
110
Properties=species:S:1:pos:R:3:forces:R:3:mulliken_charge:R:1
C -0.970 4.109 -5.062 -0.351 0.231 0.216 -1.03
S 0.309 3.112 -4.230 -0.207 1.027 0.275 0.62
O 1.385 4.119 -3.915 -0.326 -0.688 0.114 -0.67
C -0.639 2.816 -2.688 -0.312 -0.043 -0.879 -0.32
H -0.609 4.437 -6.034 0.113 -0.371 -0.085 0.36
H -1.192 5.026 -4.510 0.329 -0.155 0.359 0.32
H -1.918 3.574 -5.139 0.185 -0.239 -0.216 0.32
H -0.134 2.042 -2.120 0.297 0.368 0.285 -0.48
H -1.626 2.419 -2.942 0.043 0.017 -0.187 0.39
H -0.793 3.767 -2.184 0.319 -0.085 0.269 0.30
C -0.594 -0.981 1.348 0.327 -0.325 0.860 -0.36
S -0.664 0.162 -0.022 0.923 -0.502 -0.472 0.43
O 0.136 1.375 0.374 -0.540 -0.255 0.101 -0.41
C 0.500 -0.722 -1.083 -0.362 -0.508 -0.317 -0.80
H -1.296 -0.669 2.121 -0.013 0.146 -0.079 0.50
H 0.415 -0.996 1.768 0.079 0.325 -0.114 0.29
H -0.815 -2.025 1.119 -0.245 0.178 -0.550 -0.31
H 1.462 -0.799 -0.581 0.012 0.272 -0.001 0.08
H 0.561 -0.193 -2.034 0.190 0.216 0.151 0.37
H 0.159 -1.730 -1.333 -0.244 0.050 0.229 0.14
C -4.250 4.243 1.815 0.516 -0.578 -0.451 -0.50
S -4.781 2.621 1.203 0.157 -0.251 -0.298 0.44
O -5.069 2.811 -0.262 0.334 -0.087 0.768 -0.65
C -3.148 1.758 1.308 -0.850 0.747 -0.347 -0.48
H -4.072 4.244 2.889 -0.200 -0.121 0.047 0.31
H -5.026 4.942 1.518 0.035 0.081 0.038 0.42
H -3.302 4.411 1.302 -0.126 0.465 -0.066 -0.17
H -3.376 0.747 0.986 0.139 -0.137 0.203 0.25
H -2.734 1.820 2.313 -0.116 -0.174 0.075 0.36
H -2.476 2.240 0.598 -0.028 0.096 0.015 0.00
N -2.049 -4.917 -0.128 0.391 -0.876 0.281 0.09
C -0.679 -4.749 -0.020 -0.488 -0.245 -0.766 -1.28
C -0.284 -5.357 1.121 0.972 -0.108 1.175 0.24
C -1.417 -5.868 1.805 -0.564 -0.159 -1.250 -0.84
C -2.471 -5.708 0.923 -0.172 1.081 0.842 -0.34
H -2.588 -4.751 -0.959 -0.008 0.096 -0.048 0.23
H -0.077 -4.366 -0.828 -0.130 0.161 -0.013 0.66
H 0.734 -5.509 1.450 -0.012 0.382 -0.010 0.58
H -1.477 -6.228 2.818 0.086 -0.405 -0.111 0.43
H -3.520 -5.877 1.107 -0.007 -0.071 -0.209 0.32
N -2.433 -0.292 -5.118 -0.823 0.135 -0.343 0.10
C -2.368 -1.276 -6.070 0.658 -0.744 1.095 -0.51
C -1.647 -2.306 -5.495 -0.181 0.145 -0.617 -0.97
C -1.272 -1.918 -4.178 -0.692 -0.430 -0.190 0.36
C -1.864 -0.708 -3.948 0.578 0.589 -0.162 -0.96
H -2.808 0.622 -5.293 -0.199 -0.049 0.216 0.19
H -2.936 -1.276 -6.982 0.183 0.361 -0.166 0.40
H -1.462 -3.244 -5.996 0.179 -0.001 0.143 0.40
H -0.708 -2.513 -3.483 -0.050 0.039 0.115 0.40
H -1.918 -0.078 -3.075 0.203 0.011 0.013 0.55
N -2.736 -3.193 2.854 -0.428 1.260 0.743 0.37
C -3.477 -2.216 2.257 -0.885 -0.714 -1.686 -0.59
C -4.357 -1.631 3.134 0.824 -0.326 0.531 -0.67
C -4.019 -2.198 4.397 0.225 -1.020 0.646 -0.79
C -3.042 -3.142 4.194 0.316 -0.772 -0.636 -0.49
H -2.186 -3.885 2.359 0.030 0.172 0.294 0.21
H -3.510 -2.212 1.174 0.112 0.352 0.074 0.50
H -5.150 -0.950 2.882 0.091 0.185 0.054 0.56
H -4.440 -2.187 5.393 -0.363 0.785 -0.213 0.39
H -2.594 -3.881 4.841 -0.065 0.269 0.257 0.46
N 3.657 -1.371 -4.875 -0.716 -0.642 -0.297 0.06
C 2.569 -1.685 -4.117 -0.667 -0.118 0.661 -0.33
C 1.967 -2.823 -4.613 1.378 0.274 0.093 -0.07
C 2.772 -3.236 -5.720 -0.439 -0.363 0.372 -0.95
C 3.759 -2.311 -5.868 0.960 0.417 -0.144 -0.45
H 4.344 -0.666 -4.694 -0.131 0.276 0.103 0.22
H 2.286 -1.127 -3.238 0.227 0.173 -0.112 0.28
H 1.208 -3.398 -4.115 -0.251 0.092 -0.166 0.51
H 2.687 -4.190 -6.214 -0.074 0.217 -0.382 0.37
H 4.577 -2.199 -6.563 -0.121 -0.337 -0.092 0.39
N 3.822 2.784 -1.797 0.249 0.471 -0.516 0.07
C 5.044 2.254 -2.052 0.661 -0.798 0.269 -0.57
C 5.120 1.031 -1.404 -0.209 0.634 0.287 -1.04
C 3.874 0.837 -0.758 -0.552 0.329 0.140 -0.15
C 3.094 1.953 -1.014 -0.050 -0.458 -0.064 -0.78
H 3.466 3.630 -2.208 -0.109 -0.014 -0.080 0.21
H 5.811 2.741 -2.629 -0.190 0.238 -0.016 0.44
H 6.005 0.453 -1.197 0.049 -0.144 -0.468 0.45
H 3.590 -0.009 -0.153 0.052 0.065 0.091 0.55
H 2.088 2.251 -0.764 -0.006 -0.342 0.205 0.78
N 1.616 1.736 2.790 0.455 -1.021 -0.215 0.60
C 1.262 0.948 3.868 -0.471 1.316 0.222 -0.49
C 2.025 1.350 4.936 0.747 -0.520 -0.600 -0.62
C 3.004 2.238 4.405 0.210 0.061 1.922 -0.67
C 2.765 2.438 3.093 -1.143 0.361 -0.479 -0.55
H 1.158 1.649 1.883 0.314 0.074 0.111 0.07
H 0.397 0.307 3.840 -0.017 -0.037 -0.128 0.60
H 2.047 0.981 5.949 -0.276 -0.097 -0.034 0.46
H 3.719 2.711 5.065 0.257 0.067 -0.469 0.37
H 3.228 3.130 2.412 -0.053 -0.145 -0.209 0.46
N -1.281 5.910 2.049 -0.372 -1.173 -0.596 0.14
C -1.164 6.459 0.816 0.754 1.320 -0.993 -0.64
C -0.416 5.639 -0.006 -0.524 -0.333 1.341 -1.11
C -0.220 4.445 0.753 0.399 -0.289 0.039 0.87
C -0.797 4.616 1.984 0.144 0.744 0.498 -1.39
H -1.709 6.290 2.870 -0.269 0.216 -0.146 0.22
H -1.542 7.436 0.554 0.060 0.060 0.383 0.40
H 0.043 5.898 -0.943 -0.309 -0.045 -0.247 0.56
H 0.345 3.573 0.459 -0.245 0.065 -0.053 0.54
H -0.944 4.020 2.871 0.466 -0.370 -0.183 0.49
N 3.001 -2.859 5.679 0.267 -1.128 -0.866 0.03
C 3.738 -3.893 5.132 0.084 0.459 0.162 -0.54
C 3.233 -4.148 3.884 0.151 -0.763 -0.037 -0.74
C 2.076 -3.369 3.715 -0.517 1.249 0.084 0.48
C 1.999 -2.539 4.802 -0.098 0.383 1.189 -0.84
H 3.096 -2.504 6.609 0.051 0.126 0.066 0.20
H 4.525 -4.380 5.683 0.148 0.180 -0.096 0.39
H 3.647 -4.800 3.132 -0.016 -0.276 0.254 0.38
H 1.343 -3.352 2.923 0.297 -0.069 -0.259 0.26
H 1.385 -1.714 5.130 -0.414 -0.188 -0.551 0.38
```
Forces are in eV/Å.

Values from the calculation:
HOMO-LUMO gap   8.3 eV
E_tot   -90910.456 eV
Energy above the lowest of the compared OMol25 structures with the same formula, charge and spin   19.1 kcal/mol
HOMO energy   -7.9 eV
LUMO   0.015 hartree

---

Entry 2:
Here is a structure of composition C20H49AlBN6O11 in a non-equilibrium geometry from the OMol25 dataset. Energies are from wB97M-V/def2-TZVPD.

The geometry in XYZ format:
```
88
Properties=species:S:1:pos:R:3:forces:R:3:mulliken_charge:R:1
O 1.933 -1.192 0.667 -0.459 -0.711 -1.274 -0.43
B 1.363 -2.216 -0.117 0.278 0.544 0.556 1.38
O 1.945 -3.495 -0.056 -0.354 1.337 0.144 -0.69
O 0.225 -1.922 -0.903 0.807 -0.356 1.124 -0.57
C -0.884 -2.484 -0.220 -1.807 -0.475 0.323 0.20
C -2.271 -2.073 -0.835 0.243 -0.113 1.440 -0.08
O -3.186 -3.059 -0.336 0.757 -0.044 0.604 -0.68
Al -2.646 -3.047 1.462 0.221 0.533 -0.753 0.54
O -0.989 -2.197 1.163 -0.107 -0.222 -0.624 -0.66
H 1.692 -1.479 1.559 0.416 -0.144 0.726 0.21
H 1.253 -4.153 -0.026 -0.293 -0.474 -0.356 0.26
H -0.838 -3.605 -0.204 0.249 0.266 -1.022 0.07
H -2.282 -1.860 -1.915 -0.131 -0.549 0.627 -0.10
H -2.552 -1.185 -0.219 0.556 0.441 -1.010 0.17
H -2.374 -4.477 2.140 -0.126 -0.097 -0.028 -0.42
H -3.575 -2.017 2.279 -0.042 -0.130 0.048 -0.19
C 0.937 -3.869 5.091 0.067 -0.149 0.037 -1.48
C 1.008 -2.671 4.183 -0.313 0.374 -0.251 0.90
O 1.774 -2.626 3.230 0.315 -0.037 -0.103 -0.66
N 0.180 -1.634 4.441 0.447 -0.368 0.317 -0.04
C -0.800 -1.502 5.503 0.137 0.516 -0.469 -0.72
H 1.652 -4.613 4.751 0.012 0.094 -0.084 0.33
H 1.189 -3.585 6.115 -0.139 -0.050 0.036 0.39
H -0.062 -4.307 5.060 -0.011 0.047 0.112 0.35
H 0.277 -0.876 3.786 -0.183 -0.035 -0.138 0.18
H -1.778 -1.366 5.052 -0.125 -0.122 0.246 0.11
H -0.555 -0.619 6.102 -0.067 -0.097 0.157 0.31
H -0.826 -2.376 6.146 0.003 -0.036 -0.088 0.28
C -2.169 -1.970 -6.070 0.060 -0.073 -0.069 -1.42
C -2.797 -1.188 -4.945 -0.107 -0.083 0.409 0.74
O -2.922 -1.653 -3.826 -0.062 0.044 -0.532 -0.66
N -3.227 0.076 -5.212 0.161 -0.134 -0.209 -0.12
C -3.164 0.803 -6.466 -0.184 0.249 0.454 -0.88
H -1.879 -2.950 -5.700 -0.054 0.064 0.114 0.30
H -2.882 -2.102 -6.885 0.107 0.069 -0.089 0.44
H -1.276 -1.458 -6.435 -0.065 0.007 -0.133 0.37
H -3.634 0.535 -4.413 -0.037 -0.003 0.007 0.25
H -2.581 1.715 -6.320 0.042 0.011 -0.228 0.28
H -4.177 1.078 -6.768 0.073 0.028 -0.199 0.32
H -2.707 0.210 -7.251 0.010 -0.045 0.068 0.30
C 2.324 1.729 -4.734 0.094 0.046 -0.015 -1.18
C 0.860 2.071 -4.638 -0.363 0.031 0.067 0.75
O 0.407 3.120 -5.084 0.052 0.073 -0.075 -0.72
N 0.043 1.174 -4.034 0.509 0.151 -0.313 0.04
C 0.382 -0.115 -3.448 -0.536 0.211 0.058 -0.73
H 2.844 2.539 -5.239 -0.109 0.036 0.018 0.27
H 2.752 1.610 -3.738 0.042 -0.105 -0.042 0.31
H 2.463 0.813 -5.311 0.057 -0.062 0.128 0.36
H -0.919 1.471 -4.003 -0.046 -0.060 0.072 0.17
H -0.194 -0.891 -3.957 0.133 -0.150 0.171 0.04
H 0.102 -0.110 -2.396 0.121 -0.265 -0.007 0.34
H 1.440 -0.338 -3.535 -0.001 0.115 -0.027 0.36
C 5.701 2.658 1.006 0.015 0.187 -0.019 -0.82
C 6.709 1.543 0.939 0.290 -0.227 0.003 0.63
O 7.918 1.744 1.003 -0.050 0.090 0.007 -0.71
N 6.224 0.287 0.796 -0.061 0.442 0.063 -0.07
C 4.831 -0.125 0.705 0.391 -0.365 -0.017 -0.69
H 6.222 3.606 1.117 0.111 -0.092 0.006 0.32
H 5.116 2.690 0.085 -0.149 0.011 0.117 0.05
H 5.042 2.521 1.866 -0.112 -0.007 -0.113 0.35
H 6.940 -0.419 0.748 -0.010 -0.044 0.006 0.22
H 4.608 -0.823 1.512 -0.223 0.025 -0.082 0.30
H 4.675 -0.632 -0.247 -0.257 0.014 0.062 0.23
H 4.159 0.723 0.771 0.031 -0.050 -0.031 0.19
C 2.049 4.630 -0.292 -0.046 -0.052 0.067 -1.33
C 3.163 4.656 -1.306 0.103 -0.153 -0.141 0.81
O 3.747 3.642 -1.651 0.016 -0.060 -0.021 -0.68
N 3.509 5.858 -1.840 -0.185 -0.078 0.243 -0.15
C 2.940 7.162 -1.563 0.389 -0.094 -0.356 -0.87
H 1.893 3.605 0.036 0.077 -0.007 -0.088 0.25
H 2.313 5.236 0.576 -0.122 0.072 -0.027 0.38
H 1.123 4.996 -0.736 -0.001 0.083 0.103 0.42
H 4.259 5.796 -2.509 -0.001 0.014 -0.027 0.24
H 2.544 7.581 -2.490 -0.116 0.135 0.125 0.29
H 3.726 7.820 -1.187 -0.156 0.132 0.073 0.29
H 2.142 7.104 -0.829 0.024 -0.077 -0.014 0.33
C -4.910 -0.546 4.224 -0.041 0.180 0.075 -1.44
C -4.817 -1.727 5.153 0.327 -0.090 -0.139 0.92
O -3.746 -2.215 5.473 -0.227 0.000 0.229 -0.60
N -5.978 -2.251 5.632 -0.034 0.227 -0.085 -0.20
C -7.335 -1.819 5.368 0.167 -0.430 0.301 -0.87
H -3.908 -0.248 3.927 -0.051 -0.161 -0.022 0.24
H -5.469 -0.813 3.326 0.042 0.093 0.013 0.44
H -5.390 0.297 4.727 -0.137 0.002 -0.028 0.49
H -5.837 -3.039 6.243 -0.019 -0.043 -0.024 0.23
H -7.813 -1.548 6.312 -0.165 0.105 -0.111 0.28
H -7.889 -2.646 4.918 -0.158 0.148 -0.074 0.28
H -7.361 -0.967 4.697 0.088 -0.028 0.000 0.33
```
Forces are in eV/Å.

Values from the calculation:
HOMO-LUMO gap   7.3 eV
E_tot   -60279.778 eV
HOMO energy   -5.0 eV
Net charge   -1
LUMO   0.083 hartree

---

- HOMO energy of number 1 (C38H58N8O3S3)?
  -7.9 eV

---

- What is the E_tot in the second record?
  -60279.778 eV

---

- What is the HOMO energy in the second record?
  -5.0 eV

---

- Among the records above, which one has the highest LUMO?
  C20H49AlBN6O11